(1)
The following is a quantum chemistry calculation of a structure of composition C34H25BrIrN2OSb in a non-equilibrium geometry, from OMol25.

Values from the calculation:
- Expectation value of S²: 0.77
- Multiplicity: 2
- Frontier orbital gap (spin up / spin down): 4.70 / 3.75 eV
- Net charge: +3

```
65
Properties=species:S:1:pos:R:3:forces:R:3:nbo_charge:R:1
Ir 0.082 1.227 -0.031 1.331 -0.334 0.005 0.792
Br 5.968 5.717 0.085 -0.296 -0.346 -0.005 0.257
C 4.715 4.328 0.060 0.550 0.178 0.009 -0.040
C 5.148 2.992 0.058 -0.040 0.174 0.002 -0.188
C 4.221 1.984 0.036 -0.119 -0.326 -0.007 -0.161
C 2.838 2.252 0.015 0.225 1.287 0.016 0.303
O 2.011 1.252 -0.011 -1.406 -0.620 0.000 -0.491
C 2.396 3.623 0.023 1.131 -0.604 0.000 -0.071
C 1.035 4.020 0.011 -1.547 0.013 -0.022 0.181
N -0.010 3.242 -0.012 1.947 0.392 0.012 -0.444
C -1.313 3.747 -0.019 -1.637 0.791 -0.010 0.042
C -1.697 5.084 -0.009 0.796 -0.940 -0.005 -0.134
C -3.044 5.431 -0.018 -0.798 0.028 -0.009 -0.179
C -4.029 4.473 -0.035 0.233 0.290 0.005 -0.109
C -3.686 3.106 -0.045 0.226 -0.047 0.002 -0.117
C -4.637 2.066 -0.060 0.204 -0.250 -0.010 -0.010
C -4.205 0.758 -0.076 -0.354 0.106 -0.004 -0.258
C -2.849 0.481 -0.076 0.198 0.098 -0.003 0.142
N -1.908 1.433 -0.054 -0.231 -0.621 -0.007 -0.526
C -2.321 2.748 -0.040 0.274 0.706 0.022 0.271
C 3.361 4.630 0.045 -0.501 -0.092 -0.006 -0.175
H 6.205 2.764 0.074 0.002 0.037 0.002 0.269
H 4.536 0.948 0.038 -0.010 0.008 -0.002 0.241
H 0.858 5.089 0.024 0.057 0.056 0.002 0.217
H -0.954 5.868 0.004 -0.059 0.088 0.001 0.234
H -3.324 6.476 -0.012 0.053 0.004 0.002 0.262
H -5.072 4.760 -0.043 -0.008 -0.017 0.005 0.254
H -5.695 2.298 -0.061 -0.001 0.027 0.000 0.261
H -4.914 -0.058 -0.091 0.035 -0.022 -0.004 0.264
H -2.511 -0.544 -0.099 0.016 -0.024 0.000 0.209
H 3.046 5.666 0.050 0.030 0.007 0.001 0.254
C 4.078 -4.343 -0.091 0.200 -0.268 0.031 0.074
C 3.118 -4.494 0.931 -0.540 0.099 0.367 -0.191
C 2.039 -3.649 0.974 0.545 -0.533 0.092 -0.131
C 1.925 -2.620 0.003 -0.632 0.466 0.066 -0.117
C 2.903 -2.448 -1.004 0.631 -0.323 -0.104 -0.234
C 3.974 -3.301 -1.046 -0.270 0.563 -0.371 -0.138
Sb 0.148 -1.411 0.011 -0.776 0.085 -0.071 1.224
C -0.751 -2.140 -1.818 0.284 0.036 0.890 -0.231
C -1.899 -2.919 -1.818 -0.039 -0.146 -0.153 -0.279
C -2.404 -3.365 -3.034 -0.040 0.019 0.150 -0.179
C -1.756 -3.047 -4.218 -0.020 -0.047 -0.093 -0.150
C -0.612 -2.261 -4.205 0.064 0.066 0.064 -0.182
C -0.104 -1.798 -2.998 -0.029 0.065 -0.112 -0.282
C -0.774 -2.033 1.844 0.249 -0.025 -0.698 -0.396
C -1.983 -2.714 1.924 0.037 -0.125 0.065 -0.230
C -2.453 -3.116 3.168 -0.075 0.019 -0.021 -0.179
C -1.733 -2.823 4.319 -0.004 0.017 -0.016 -0.159
C -0.531 -2.133 4.233 0.006 0.061 0.038 -0.205
C -0.051 -1.727 2.996 0.010 0.028 -0.050 -0.185
H 4.898 -5.050 -0.160 0.019 0.039 0.010 0.259
H 3.214 -5.279 1.669 0.099 -0.050 -0.080 0.270
H 1.285 -3.780 1.739 -0.051 0.081 -0.039 0.252
H 2.826 -1.653 -1.734 -0.089 0.008 0.002 0.246
H 4.728 -3.184 -1.813 0.051 -0.102 0.047 0.264
H -2.402 -3.203 -0.904 0.043 -0.027 -0.040 0.217
H -3.302 -3.969 -3.042 0.014 -0.012 -0.057 0.247
H -2.142 -3.419 -5.158 -0.014 0.030 -0.001 0.249
H -0.112 -2.001 -5.128 -0.026 -0.023 -0.020 0.245
H 0.773 -1.160 -2.999 0.010 -0.001 -0.008 0.212
H -2.564 -2.954 1.044 0.037 -0.036 0.039 0.213
H -3.380 -3.670 3.232 -0.019 0.050 0.034 0.246
H -2.116 -3.123 5.285 0.031 -0.051 -0.004 0.251
H 0.032 -1.903 5.128 -0.025 0.012 0.008 0.245
H 0.877 -1.167 2.938 0.019 -0.026 0.042 0.207
```
Forces are in eV/Å.

=====

(2)
The following is a quantum chemistry calculation of a structure of composition C34H56AlCl2F13GaLi2N3O12S2 in a non-equilibrium geometry, from OMol25.

Values from the calculation:
- Frontier orbital gap: 2.46 eV
- Net charge: +2

```
126
Properties=species:S:1:pos:R:3:forces:R:3:lowdin_charge:R:1
C -0.958 -3.225 -2.500 0.441 0.492 -0.475 -0.111
C 0.195 -2.207 -3.035 0.254 -0.583 0.830 -0.187
C 0.391 -0.994 -1.957 0.236 -1.276 -0.181 -0.284
O -0.836 -0.853 -1.213 1.051 1.129 -1.081 -0.256
Ga -1.883 0.578 -1.890 1.159 0.180 -0.115 0.526
C -1.553 1.026 -3.875 0.221 0.372 -0.631 -0.209
C -0.268 1.960 -4.145 0.191 -0.635 -0.980 -0.295
C -0.626 3.381 -4.843 -0.375 -0.850 -0.528 -0.124
C -1.251 2.268 -0.813 -0.845 1.026 1.249 -0.143
C -0.749 1.918 0.671 -0.047 1.562 -0.072 -0.297
O -1.735 1.167 1.440 0.378 1.081 -1.411 -0.105
C -3.853 0.284 -1.373 -1.911 -0.490 1.341 -0.300
F -4.482 1.565 -1.079 1.107 -2.613 -0.846 -0.031
F -3.849 -0.417 -0.090 -0.373 1.234 -2.310 -0.048
C -4.698 -0.626 -2.361 -3.119 -1.916 -0.447 -0.024
C -4.701 -0.569 -3.922 -2.321 -0.572 0.553 0.071
C -5.593 -1.511 -4.836 -1.148 -1.233 3.622 0.001
C -6.547 -2.539 -4.181 2.575 3.013 1.167 0.006
C -6.587 -2.585 -2.618 2.218 1.753 -0.363 -0.036
C -7.616 -3.616 -1.953 0.579 0.657 0.414 -0.347
F -7.624 -4.866 -2.614 -0.109 3.046 2.129 0.092
F -8.964 -3.079 -2.107 2.040 -1.050 0.070 -0.033
F -7.413 -3.710 -0.547 -0.743 -0.345 -3.917 0.085
C -5.680 -1.683 -1.706 -0.675 -0.868 -3.719 0.117
H -0.874 -3.415 -1.363 -0.014 0.275 -1.937 0.078
H -0.831 -4.206 -3.090 -0.470 1.496 0.979 0.080
H -1.989 -2.750 -2.685 1.404 -0.893 0.225 0.065
H 1.162 -2.833 -3.057 -1.270 1.099 -0.139 0.107
H 0.003 -1.822 -4.099 0.058 -0.685 1.599 0.074
H 0.742 -0.036 -2.483 -0.563 -1.158 0.644 0.095
H 1.267 -1.316 -1.255 -1.620 0.613 -0.971 0.100
H -2.477 1.612 -4.258 1.327 -1.193 0.482 0.059
H -1.407 0.030 -4.435 -0.458 1.638 0.561 0.067
H 0.381 1.387 -4.917 -0.951 1.037 1.297 0.125
H 0.398 2.083 -3.219 -1.093 -0.028 -1.309 0.050
H 0.079 3.512 -5.751 -1.136 0.343 1.675 0.101
H -0.563 4.247 -4.094 0.320 -1.068 -0.966 -0.045
H -1.705 3.363 -5.263 1.734 -0.084 0.644 0.086
H -2.220 2.898 -0.684 1.440 -0.964 -0.273 0.075
H -0.534 2.928 -1.418 -0.726 -1.094 0.895 0.034
H 0.285 1.429 0.674 -1.740 0.192 0.077 0.115
H -0.623 2.936 1.222 0.037 -1.433 -0.890 0.126
H -2.594 1.635 1.280 1.014 -0.718 0.290 0.096
H -4.051 0.185 -4.472 -0.866 -1.256 0.974 0.101
H -5.544 -1.418 -5.978 0.058 -0.070 2.059 0.123
H -7.220 -3.228 -4.816 1.369 1.180 1.151 0.118
H -5.797 -1.833 -0.584 0.448 0.478 -1.813 0.124
Li -1.584 5.855 -3.528 0.325 -0.224 0.061 0.805
Cl 0.740 5.761 -2.302 -0.257 0.480 0.200 0.562
C 1.931 4.498 -2.721 0.375 -0.705 -0.393 -0.615
C 3.251 4.678 -2.002 -0.179 0.164 0.212 -0.663
Cl 4.149 6.112 -2.555 -0.019 -0.030 -0.008 0.586
H 2.058 4.508 -3.805 -0.027 0.117 0.154 0.084
H 1.489 3.541 -2.438 0.043 0.201 0.070 0.048
H 3.889 3.813 -2.190 -0.289 0.013 -0.122 0.066
H 3.111 4.771 -0.923 -0.044 0.015 -0.144 0.077
Li -10.039 -2.041 -3.671 -0.407 -0.498 0.728 0.858
F -6.377 1.203 -3.504 0.903 -1.049 -0.172 -0.412
C -2.654 -3.491 -6.322 0.101 -0.048 -0.141 -0.007
C -1.697 -2.370 -6.737 -1.493 -1.630 0.552 -0.716
O -0.601 -2.355 -6.133 0.347 1.200 -0.581 0.021
O -2.138 -1.612 -7.629 1.001 0.526 0.370 0.050
H -2.216 -4.117 -5.543 0.052 0.066 0.059 0.071
H -3.583 -3.063 -5.941 -0.079 0.017 -0.015 0.040
H -2.882 -4.119 -7.186 -0.044 0.085 0.015 0.082
C -13.422 -5.726 -1.536 -0.057 -0.968 0.698 -0.044
C -14.302 -5.215 -2.629 -1.178 -0.223 0.174 -0.309
O -13.800 -3.910 -2.860 1.413 0.039 -0.088 0.166
C -12.486 -3.968 -2.537 -0.031 -0.143 0.252 -0.506
O -11.675 -3.134 -2.857 0.148 0.082 -0.248 0.064
O -12.187 -5.078 -1.816 0.139 1.243 -0.814 0.099
F -15.583 -5.116 -2.214 0.102 0.020 -0.195 0.103
H -13.768 -5.432 -0.541 -0.124 0.092 -0.188 0.157
H -13.312 -6.811 -1.562 0.234 0.177 -0.053 0.154
H -14.256 -5.796 -3.554 -0.141 0.122 0.019 0.184
C 1.661 -2.468 1.591 -0.022 0.472 0.721 0.053
C 2.880 -1.631 1.381 -0.964 0.420 -2.835 -0.418
O 3.143 -1.013 0.383 -0.291 -0.311 0.746 0.151
N 3.936 -1.607 2.372 0.849 -0.417 0.553 0.103
C 4.125 -0.252 2.977 -0.628 0.683 -0.319 0.017
H 0.823 -2.031 1.043 0.135 -0.059 -0.117 0.098
H 1.852 -3.481 1.229 0.028 0.010 0.009 0.117
H 1.402 -2.500 2.652 -0.041 -0.181 -0.051 0.102
H 3.797 -2.332 3.078 0.276 0.058 0.125 0.189
H 4.781 -1.777 1.816 0.079 -0.342 0.367 0.202
H 4.925 -0.332 3.714 -0.886 0.111 -1.680 0.028
H 3.194 0.046 3.461 0.100 -0.014 0.000 0.134
H 4.409 0.451 2.194 -0.355 -0.444 0.138 0.066
C 5.890 2.699 0.318 -2.604 -0.110 -0.593 -0.610
F 5.225 1.663 -0.221 0.801 0.664 0.606 0.149
F 7.205 2.579 -0.112 0.435 -0.835 0.718 -0.088
F 5.415 3.813 -0.286 0.665 -0.470 0.291 0.044
S 5.747 2.771 2.136 -0.300 -0.149 1.843 0.560
O 6.327 1.519 2.587 0.017 0.873 -0.832 -0.286
O 4.325 2.909 2.376 1.020 -0.064 -0.765 -0.255
N 6.627 4.066 2.336 -0.895 -1.492 -0.679 -0.288
S 6.751 4.498 3.864 0.238 1.055 3.707 0.599
O 7.535 3.624 4.715 -0.474 0.250 -1.397 -0.268
O 5.553 5.033 4.478 0.662 -0.533 -1.275 -0.264
C 7.820 5.953 3.595 1.445 2.004 -0.564 -0.644
F 7.236 6.874 2.794 -0.132 -0.699 0.317 0.114
F 8.988 5.625 2.993 -0.627 -0.335 0.241 0.110
F 8.140 6.584 4.737 -0.599 -0.927 -0.452 0.147
Al 7.844 3.591 -1.576 0.870 1.019 -1.279 1.037
C 4.719 1.997 5.847 0.027 -0.097 -0.013 -0.078
C 4.885 1.068 7.043 0.082 0.170 -0.192 -0.243
N 4.746 -0.348 6.713 -0.351 -0.405 -0.231 -0.182
C 4.633 -1.206 7.892 -0.207 -0.018 0.167 -0.248
C 5.836 -1.285 8.830 0.113 -0.178 0.140 -0.083
C 5.617 -0.853 5.657 0.275 0.377 0.465 -0.257
C 7.125 -0.710 5.849 0.259 -0.193 -0.124 -0.056
H 3.761 1.829 5.346 -0.003 -0.019 0.048 0.079
H 4.744 3.038 6.180 0.035 -0.125 -0.092 0.081
H 5.522 1.871 5.117 0.008 0.034 0.059 0.040
H 4.109 1.338 7.766 0.058 -0.299 0.049 0.124
H 5.848 1.282 7.524 0.027 0.080 0.026 0.108
H 4.366 -2.221 7.575 0.069 0.090 -0.156 0.109
H 3.772 -0.863 8.476 0.054 0.139 -0.163 0.112
H 6.636 -1.896 8.410 0.019 0.106 0.045 0.057
H 5.537 -1.759 9.771 0.006 0.057 -0.105 0.078
H 6.237 -0.301 9.078 -0.025 -0.050 -0.045 0.072
H 5.346 -0.350 4.720 1.074 0.062 2.397 0.020
H 5.383 -1.908 5.467 -0.128 -0.065 0.232 0.119
H 7.408 0.273 6.231 -0.092 -0.037 -0.044 0.081
H 7.632 -0.843 4.889 0.011 0.042 0.032 0.076
H 7.518 -1.472 6.523 -0.008 0.129 0.010 0.062
```
Forces are in eV/Å.